[1]
Formula: C30H50Br10F3N2O2S
Source: OMol25
Level of theory: ωB97M-V with the def2-TZVPD basis set

ORCA input file:
```
! RIJCOSX wB97M-V def2-TZVPD def2/J DEFGRID3
* xyz 1 1
Br -1.43 -7.97 -2.87
Br -1.21 0.18 5.05
Br 5.09 -4.85 -0.26
Br 3.15 4.65 -1.28
Br 4.58 4.72 -4.68
Br -0.48 -10.62 -0.48
Br 1.00 1.40 8.26
Br 1.26 -2.55 5.42
Br 5.09 -1.18 0.16
Br -2.68 1.72 8.15
S 0.55 -1.01 0.89
F 0.24 -2.49 -2.78
F -1.94 -4.53 -0.75
F 0.75 -4.11 -1.22
O 1.63 -1.57 0.06
O -0.21 -2.16 1.42
N -2.26 1.31 -1.11
N -0.09 1.53 -0.31
C 6.52 -2.48 0.47
C -1.36 -1.53 5.97
C -0.80 3.88 -2.96
C -1.12 3.65 -1.41
C 1.10 2.19 -3.40
C -0.08 -1.89 6.68
C -1.86 0.08 -0.51
C 3.37 0.82 -0.94
C 1.20 2.19 0.03
C -0.44 2.90 -5.36
C -0.22 -3.30 -1.76
C -4.31 0.64 -2.53
C 2.44 1.46 -0.52
C -4.43 2.53 -0.65
C -0.27 1.68 9.70
C -1.53 -3.35 -1.36
C 3.02 5.64 -3.97
C 0.13 -8.78 -0.61
C -2.72 -1.21 -0.36
C -3.54 0.10 -3.83
C -3.53 1.75 -1.73
C 6.51 -3.56 -0.58
C -1.14 2.16 -0.95
C 3.26 6.12 -2.56
C -2.46 -2.13 -1.64
C -0.50 0.19 0.00
C -1.54 0.89 9.49
C 1.39 -0.25 2.36
C -0.99 -7.85 -0.98
C -0.40 2.58 -3.78
H -5.25 1.15 -2.94
H 1.77 2.40 -4.29
H 4.24 6.58 -2.43
H 2.49 6.82 -2.26
H -3.89 2.62 0.34
H 6.37 -3.17 -1.59
H 0.17 3.82 -5.58
H -5.46 2.10 -0.55
H 1.99 -1.02 2.93
H 7.44 -1.90 0.42
H -4.57 3.60 -1.01
H 2.18 4.94 -4.04
H 0.52 -8.54 0.38
H -0.25 -2.71 7.37
H -3.75 -1.01 -3.95
H -2.43 0.20 -3.77
H 1.15 1.11 -3.06
H 7.43 -4.13 -0.55
H -1.91 -8.05 -0.43
H -2.17 -1.39 6.69
H 0.37 -1.05 7.21
H -2.17 4.06 -1.22
H 0.24 1.35 10.60
H 1.25 3.26 -0.36
H -0.44 4.30 -0.79
H 2.12 0.56 2.05
H -0.45 2.75 9.77
H -0.70 -6.81 -0.82
H 6.39 -2.86 1.48
H 0.95 -8.76 -1.33
H -2.34 -1.80 0.53
H -0.04 1.97 -5.86
H 1.45 2.86 -2.57
H -1.67 -2.26 5.23
H -1.52 2.97 -5.64
H -3.24 2.55 -2.50
H -3.94 0.60 -4.76
H 4.18 0.05 -1.16
H 0.63 0.16 3.10
H -1.35 -0.14 9.16
H -1.91 -1.49 -2.40
H 0.10 4.58 -3.00
H -2.14 0.87 10.40
H 1.21 2.29 1.16
H -4.71 -0.20 -1.88
H -3.81 -1.02 -0.15
H -3.42 -2.44 -2.15
H 2.85 6.48 -4.64
H -1.62 4.44 -3.51
H -1.10 1.71 -3.63
*
```

**Molar mass**: 1358.8 g/mol
**Gap between HOMO and LUMO**: 8.346 eV


[2]
Formula: C30H50BrMnN3P2S
Source: OMol25
Level of theory: ωB97M-V with the def2-TZVPD basis set

ORCA input file:
```
! RIJCOSX wB97M-V def2-TZVPD def2/J DEFGRID3
* xyz 2 6
Br 4.58 -2.75 4.50
Mn 0.01 -1.54 1.92
S -2.05 -2.40 2.24
P -1.21 0.50 -1.16
P 0.04 2.05 1.83
N -2.01 -4.24 0.13
N 2.42 1.44 -5.77
N -0.24 -4.41 1.56
C -2.53 -3.28 -0.87
C -1.51 4.39 2.35
C 2.51 1.86 -3.43
C -3.95 1.73 -1.59
C 2.36 -0.69 1.70
C -0.49 1.54 3.51
C -0.82 2.20 -1.98
C -2.60 -0.43 -3.70
C 2.40 -0.18 -0.66
C 4.47 -0.98 0.60
C 2.03 -0.37 -4.25
C 3.06 -0.55 0.50
C 2.14 0.17 -5.56
C 2.40 0.46 -3.13
C 4.09 -1.61 2.85
C 2.02 4.08 2.32
C 0.92 -3.79 2.18
C -0.12 -5.79 1.00
C -1.02 3.42 1.26
C -3.09 -5.06 0.77
C 1.78 2.64 1.85
C 2.91 0.05 -1.83
C -1.37 -0.49 -2.79
C -3.05 0.79 -0.77
C -1.26 -3.63 1.15
C 0.18 2.21 4.71
C 2.86 -1.05 2.94
C -1.17 2.53 -3.42
C 4.99 -1.52 1.77
C 2.59 2.28 -4.77
H -1.91 2.96 0.77
H -4.05 -4.54 0.66
H -0.21 1.69 5.60
H 2.04 -0.48 -6.43
H -2.48 -1.20 -4.47
H -3.50 -0.21 -0.74
H 1.53 4.82 1.66
H -3.12 -6.01 0.22
H -0.71 -6.47 1.66
H -0.46 3.98 0.49
H 1.71 -1.41 -4.12
H 1.53 -4.59 2.59
H -3.26 -3.82 -1.49
H 2.13 2.53 0.80
H 0.60 -3.14 3.02
H 2.63 2.60 -2.62
H -0.50 -5.79 -0.06
H -4.93 1.77 -1.08
H -3.58 2.76 -1.64
H 2.24 -1.00 3.89
H -2.70 0.52 -4.23
H 1.38 -0.27 1.98
H -3.00 1.17 0.27
H 1.28 2.08 4.70
H -1.26 2.96 -1.31
H 6.03 -1.90 1.92
H -3.54 -0.64 -3.18
H 0.95 -6.07 1.02
H 2.83 3.32 -4.99
H -2.25 2.50 -3.62
H -0.47 -0.25 -3.38
H 3.11 4.24 2.27
H 5.12 -0.97 -0.33
H -0.07 3.29 4.82
H -0.68 4.96 2.80
H -1.59 1.71 3.55
H 0.28 2.24 -1.86
H 1.55 -3.21 1.45
H -4.14 1.37 -2.61
H 2.37 1.93 2.44
H -2.99 -2.39 -0.40
H 1.69 4.23 3.37
H -2.83 -5.22 1.83
H -0.83 3.55 -3.62
H -2.09 3.87 3.14
H -0.65 1.89 -4.15
H -2.18 5.10 1.83
H -1.70 -2.98 -1.53
H -1.25 -1.52 -2.43
H -0.32 0.43 3.59
*
```

**Expectation value of S²**: 8.764
**Relative energy (zero: lowest compared OMol25 entry of this formula, charge and spin)**: 6.291 eV
**Molar mass**: 681.6 g/mol
**Gap between HOMO and LUMO (spin up / spin down)**: 5.204 / 4.558 eV


[3]
Formula: C30H50Cl3N4O4SiV
Source: OMol25
Level of theory: ωB97M-V with the def2-TZVPD basis set

ORCA input file:
```
! RIJCOSX wB97M-V def2-TZVPD def2/J DEFGRID3
* xyz 0 3
V -2.10 -1.81 0.22
Cl -5.80 -0.31 -1.31
Cl -2.82 -0.72 2.03
Cl -2.55 -4.03 0.62
Si -4.92 -2.17 -1.91
O -0.60 -2.13 -0.98
O 2.41 3.30 -2.48
O -5.16 -2.96 -0.36
O -2.03 0.34 -0.73
N 0.13 -3.82 -2.30
N 0.94 0.83 0.41
N 4.56 3.33 -1.66
N -2.60 2.57 -0.71
C 5.64 2.31 -1.64
C -1.94 1.49 -0.26
C -7.71 -4.49 -1.95
C 2.92 1.18 1.72
C 1.62 0.66 1.54
C 7.00 2.91 -1.35
C 3.23 2.88 -1.67
C -3.20 -1.66 -2.59
C -6.82 -1.87 1.67
C -7.35 -2.86 0.70
C -8.12 -5.47 -2.87
C -9.72 -2.19 1.19
C -6.43 -6.15 -0.77
C -6.85 -7.14 -1.68
C 4.87 4.51 -2.53
C -6.28 -3.76 0.07
C -3.55 2.44 -1.83
C 1.49 1.46 -0.61
C 4.93 4.20 -4.01
C -6.79 -4.81 -0.94
C -7.68 -6.79 -2.75
C -8.68 -3.03 0.53
C -2.49 3.87 -0.08
C 2.80 1.99 -0.55
C 3.50 1.90 0.67
C 0.12 -5.26 -2.51
C -6.20 -1.98 -3.34
C -0.22 -3.34 -1.11
C -4.33 -3.96 -2.66
C 0.18 -2.95 -3.47
H 5.02 5.15 -4.55
H -2.91 -0.63 -2.35
H -5.74 -1.78 1.59
H -7.27 -0.89 1.53
H -7.07 -2.19 2.69
H 6.95 3.59 -0.49
H 7.40 3.47 -2.21
H -3.08 1.94 -2.68
H 0.65 -5.46 -3.44
H 7.70 2.10 -1.11
H -3.50 -3.87 -3.38
H -5.16 -4.45 -3.17
H -0.20 -4.01 -0.25
H -2.35 -2.33 -2.38
H -5.79 -6.42 0.08
H -6.57 -2.90 -3.78
H -9.80 -2.38 2.27
H 0.91 1.55 -1.54
H 5.63 1.79 -2.62
H 5.83 4.89 -2.16
H 5.41 1.55 -0.89
H -8.79 -5.18 -3.70
H -3.26 4.52 -0.47
H 4.45 2.40 0.78
H -7.07 -1.38 -3.04
H 5.77 3.56 -4.28
H -6.53 -8.17 -1.55
H 3.43 1.03 2.67
H -3.33 -1.70 -3.68
H -9.55 -1.12 1.06
H 0.63 -5.74 -1.67
H -1.28 1.67 0.61
H -5.68 -1.39 -4.11
H -2.61 3.80 1.01
H -10.71 -2.43 0.79
H -1.51 4.32 -0.28
H -8.11 -3.48 -2.01
H -3.98 -4.62 -1.85
H -5.89 -4.34 0.93
H 0.75 -3.50 -4.22
H 1.13 0.12 2.35
H -9.08 -3.85 -0.08
H -3.86 3.45 -2.11
H 0.72 -2.03 -3.22
H -0.81 -2.69 -3.86
H -0.90 -5.67 -2.56
H 4.07 5.23 -2.34
H -8.00 -7.55 -3.47
H -4.44 1.88 -1.52
H 3.99 3.73 -4.34
*
```

**Expectation value of S²**: 2.017
**Relative energy (zero: lowest compared OMol25 entry of this formula, charge and spin)**: 5.113 eV
**Molar mass**: 716.1 g/mol
**Gap between HOMO and LUMO (spin up / spin down)**: 4.768 / 5.653 eV